{
  "formula": "C26H23MnN5O2S",
  "method": "ωB97M-V/def2-TZVPD",
  "multiplicity": 4,
  "gap_ev": [5.8, 5.5],
  "total_charge": 2,
  "homo_energy_ev": [-12.674, -12.675],
  "e_tot_ev": -81013.7282,
  "symbols": ["Mn", "C", "O", "C", "C", "C", "C", "C", "C", "N", "N", "C", "C", "O", "C", "C", "C", "C", "C", "C", "C", "C", "H", "H", "H", "H", "H", "H", "H", "H", "H", "H", "H", "H", "H", "C", "N", "C", "C", "N", "C", "S", "C", "C", "C", "C", "C", "N", "H", "H", "H", "H", "H", "H", "H", "H", "H", "H"],
  "xyz": [[0.29257, -0.47760, -0.07075], [3.07923, -0.91343, 0.85700], [1.69528, -1.20930, 0.87048], [1.11189, -1.50627, 2.07500], [1.83027, -1.91474, 3.20751], [1.16301, -2.24887, 4.38937], [-0.22564, -2.18434, 4.44936], [-0.94700, -1.78363, 3.32460], [-0.29500, -1.43052, 2.12956], [-1.04513, -1.09008, 0.98606], [-1.76326, -0.08583, 1.18518], [-2.51514, 0.21505, 0.00930], [-1.85054, 0.49721, -1.23147], [-0.58135, 0.47438, -1.39718], [-2.70370, 0.80515, -2.30790], [-4.09784, 0.84105, -2.20571], [-4.73002, 0.56619, -0.99439], [-6.13308, 0.59751, -0.89574], [-6.77423, 0.32139, 0.31084], [-6.01879, 0.01368, 1.43445], [-4.62462, -0.01750, 1.34536], [-3.94356, 0.25359, 0.13481], [3.67066, -1.82218, 1.00953], [3.33732, -0.15000, 1.59847], [3.33047, -0.51764, -0.13175], [2.91081, -2.00015, 3.18576], [1.73020, -2.57060, 5.25811], [-0.75023, -2.45307, 5.36115], [-2.03234, -1.74901, 3.35876], [-2.24731, 1.02415, -3.27333], [-4.67112, 1.08610, -3.09434], [-6.73325, 0.83725, -1.76998], [-7.85774, 0.34661, 0.36927], [-6.50400, -0.20450, 2.38051], [-4.05020, -0.26241, 2.23600], [3.08114, -2.09680, -4.19410], [3.10319, -0.92247, -3.34173], [3.99097, 0.09982, -3.50806], [3.76909, 1.03042, -2.58228], [2.71037, 0.67904, -1.73702], [2.22632, -0.64613, -2.21868], [1.02907, -1.74030, -1.78229], [2.26024, 1.52142, -0.63830], [2.90530, 2.74632, -0.39975], [2.50768, 3.59047, 0.64537], [1.45951, 3.21473, 1.46143], [0.85905, 2.00822, 1.18997], [1.23943, 1.19030, 0.18241], [3.85934, -2.03330, -4.96060], [2.10346, -2.17142, -4.67919], [3.24968, -2.98848, -3.58317], [4.73682, 0.09885, -4.28880], [4.33633, 1.94128, -2.49646], [3.73161, 3.09820, -1.00159], [3.02171, 4.53329, 0.81065], [1.12167, 3.83869, 2.27990], [0.02812, 1.64363, 1.78715], [1.61325, 0.07658, -1.03878]],
  "forces_ev_per_angstrom": [[2.5, 2.8, -6.0], [1.5, 0.1, -0.3], [1.1, -1.3, 1.6], [-0.7, -1.2, 2.6], [-0.2, 0.1, -0.2], [-0.1, 0.1, -0.4], [-0.1, 0.1, -0.4], [0.3, 0.1, 0.0], [0.8, -1.2, 2.1], [-0.3, -1.4, 1.8], [-3.4, 0.4, -1.3], [0.5, 0.8, 0.0], [-3.9, -0.7, 1.0], [1.4, 0.0, 0.6], [-1.3, 0.3, -1.0], [2.3, 0.1, -0.7], [-0.6, 0.0, 0.3], [-0.8, -0.2, 0.9], [0.1, 0.3, -1.2], [1.3, -0.1, 0.1], [-0.4, -0.2, 0.3], [-0.3, 0.4, 0.7], [-0.3, 0.1, 0.1], [-0.2, -0.2, 0.1], [0.0, -0.5, 0.6], [-0.1, 0.1, -0.1], [0.0, 0.1, -0.2], [0.1, 0.0, -0.2], [0.2, 0.0, -0.1], [0.0, 0.0, 0.3], [0.0, 0.0, 0.2], [0.2, 0.0, 0.1], [0.2, 0.0, 0.0], [0.1, 0.0, -0.1], [-0.1, 0.0, -0.2], [-0.6, -0.6, 0.1], [-1.5, 1.2, 2.4], [-0.2, -0.1, 0.1], [0.8, 1.2, 0.0], [0.1, -1.2, -1.6], [3.5, 0.1, -4.1], [0.7, -0.6, -1.0], [0.7, 3.0, 1.0], [0.3, 0.2, -0.2], [0.2, -0.5, -0.5], [0.0, 0.0, 0.0], [-0.1, -0.2, 0.0], [1.3, 1.5, -0.1], [-0.2, 0.2, 0.3], [0.1, -0.1, 0.0], [0.0, 0.1, -0.1], [-0.1, 0.0, 0.1], [-0.3, 0.0, 0.2], [-0.1, -0.2, -0.1], [0.0, -0.2, -0.1], [0.0, -0.1, -0.1], [0.0, 0.0, -0.1], [-4.4, -2.8, 2.2]]
}


{
  "formula": "C3H6IN2",
  "method": "ωB97M-V/def2-TZVPD",
  "multiplicity": 3,
  "gap_ev": [6.5, 4.7],
  "de_lowest_kcal_mol": 33.3,
  "total_charge": 1,
  "homo_energy_ev": [-11.192, -14.269],
  "e_tot_ev": -14276.0392,
  "symbols": ["C", "C", "C", "N", "N", "I", "H", "H", "H", "H", "H", "H"],
  "xyz": [[0.15585, 1.07381, 0.84630], [-0.85161, 0.14734, 0.03129], [0.47157, -1.84419, 0.11117], [1.38545, 1.15167, 1.06415], [-0.13297, -0.95271, -0.59251], [0.48937, -2.02882, 2.16572], [-0.47580, 1.79680, 1.24161], [-1.72398, -0.16796, 0.55830], [-1.28552, 0.83967, -0.80136], [0.97128, -2.61015, -0.49992], [0.10228, -0.94395, -1.62081], [1.82901, 0.17729, 0.82811]],
  "forces_ev_per_angstrom": [[-2.0, -1.0, -0.6], [1.9, 1.6, -2.5], [2.5, -3.7, 0.8], [1.2, -3.4, -0.2], [-2.3, 3.3, -3.0], [-0.1, 0.2, -0.3], [-0.9, 2.0, 0.9], [-0.4, -0.3, 0.9], [0.9, -1.1, 1.4], [0.0, -0.2, 1.2], [-0.5, 0.3, 1.7], [-0.3, 2.4, -0.2]]
}